Entry from the Open Molecules 2025 dataset: a structure of composition C11H9Cl5NO2PtSbSe4 in a non-equilibrium geometry (the ωB97M-V functional and the def2-TZVPD basis).

Summary:
LUMO (spin up / spin down) ... 0.124 / 0.124 hartree
DFT total energy ... -350924.3970 eV
Maximum force ... 1.74 eV Å⁻¹
Highest occupied orbital energy (spin up / spin down) ... -1.71 / -1.71 eV

Geometry as ORCA input:
```
! wB97M-V def2-TZVPD RIJCOSX def2/J DEFGRID3
* xyz -2 1
Pt 0.66 1.35 -1.46
Cl 3.54 0.75 -1.92
C 3.24 0.96 -0.24
C 1.94 1.30 0.12
C 1.68 1.49 1.47
Cl 0.08 1.94 1.95
C 2.67 1.36 2.43
Cl 2.32 1.64 4.10
C 3.95 1.00 2.05
Cl 5.20 0.86 3.23
C 4.24 0.79 0.70
Cl 5.83 0.33 0.23
Se -3.31 2.12 0.24
Sb -2.19 3.36 -1.61
Se -0.69 1.05 -3.39
Se 0.40 3.61 -1.11
Se -3.03 5.71 -1.44
O 1.16 -2.44 0.29
C 0.51 -1.57 -0.25
O 0.82 -0.89 -1.26
C -0.94 -1.28 0.34
N -1.76 -0.60 -0.69
C -2.87 -1.49 -1.09
C -2.45 -2.87 -0.61
C -1.68 -2.57 0.67
H -0.82 -0.63 1.22
H -1.13 -0.37 -1.50
H -2.15 0.32 -0.35
H -3.01 -1.43 -2.17
H -3.78 -1.14 -0.60
H -1.79 -3.35 -1.34
H -3.30 -3.53 -0.44
H -0.97 -3.35 0.92
H -2.37 -2.43 1.51
*
```

Atom charges from the Mulliken analysis, given in e for atoms 1 to 2: 1.20 -0.21

---

Entry from the Open Molecules 2025 dataset: a cluster of 16 separate species, F6H30O15P in total in a non-equilibrium geometry (the ωB97M-V functional and the def2-TZVPD basis).

Summary:
LUMO ... 0.069 hartree
Energy relative to the best compared isomer or geometry (same formula, charge and spin) ... 91.0 kcal per mole
DFT total energy ... -56800.9893 eV
Maximum force ... 3.43 eV Å⁻¹
Highest occupied orbital energy ... -8.61 eV

Geometry as ORCA input:
```
! wB97M-V def2-TZVPD RIJCOSX def2/J DEFGRID3
* xyz -1 1
P -0.23 0.13 0.43
F -0.73 -0.28 -1.03
F 1.20 -0.66 0.24
F 0.45 1.51 -0.09
F 0.35 0.44 1.91
F -1.64 0.94 0.78
F -0.74 -1.24 0.92
O 1.79 4.44 -5.31
H 0.97 4.46 -5.80
H 2.08 3.53 -5.37
O 6.03 4.07 -2.12
H 5.77 4.02 -1.20
H 5.19 4.10 -2.60
O 3.47 -5.55 4.34
H 3.41 -6.36 4.84
H 2.93 -5.70 3.56
O 2.68 -0.42 -5.06
H 2.34 -0.57 -4.17
H 3.45 -0.98 -5.12
O 6.39 0.62 1.20
H 7.11 0.04 0.94
H 5.62 0.24 0.77
O -2.86 -0.65 6.73
H -2.09 -0.51 6.18
H -3.18 -1.52 6.48
O -6.00 4.26 -2.54
H -5.46 4.50 -1.79
H -6.02 3.31 -2.53
O 2.25 1.94 7.01
H 2.33 2.89 7.08
H 1.93 1.80 6.12
O -0.68 5.96 3.09
H -1.09 6.71 3.52
H -1.37 5.57 2.55
O -2.25 -2.73 -7.97
H -3.03 -2.21 -7.80
H -1.57 -2.33 -7.44
O -3.42 -4.83 4.69
H -2.47 -4.91 4.60
H -3.75 -4.93 3.80
O -6.29 -1.19 -0.93
H -5.38 -1.42 -0.73
H -6.58 -0.68 -0.17
O -3.64 -6.72 -0.52
H -3.39 -6.20 -1.28
H -3.50 -7.63 -0.79
O 2.18 -6.12 -1.26
H 1.41 -5.59 -1.05
H 2.34 -5.96 -2.19
O 1.28 7.87 -1.60
H 1.30 7.36 -2.42
H 1.12 7.22 -0.92
*
```

Atom charges from the Mulliken analysis, given in e for atoms 1 to 2: 1.19 -0.36